10
Properties=species:S:1:pos:R:3:forces:R:3:nbo_charge:R:1 method="wB97M-V/def2-TZVPD" largest_force_ev_per_a=4.72 relative_energy_ev=1.6745 orbital_gap_ha=0.2438 e_homo_ha=-0.273
P 0.589 1.722 -0.687 0.858 -1.042 -0.115 -0.022
P 1.017 -0.342 0.795 0.057 -1.152 -0.220 0.937
P -2.215 -0.238 -0.345 1.923 -2.378 -0.578 0.029
P -0.785 0.956 0.806 1.304 -0.542 -0.154 -0.041
N 1.385 -0.616 -0.745 -3.361 3.250 0.675 -1.208
H 1.897 0.308 1.720 -0.336 -0.282 -0.376 -0.020
H 0.982 -1.732 1.207 -0.321 0.810 0.897 -0.060
H -1.877 0.309 -1.596 -0.204 0.129 0.017 0.019
H 2.222 -0.918 -1.119 2.196 -0.556 -0.611 0.390
H -3.215 0.552 -0.036 -2.115 1.764 0.465 -0.025